Record 1
{
  "formula": "C5H17NO2",
  "method": "ωB97M-V with the def2-TZVPD basis set",
  "homo_lumo_gap_ev": [1.84, 9.12],
  "s2": 0.7503,
  "charge": -1,
  "mol_weight_g_mol": 123.20,
  "e_tot_ev": -11043.365,
  "homo_ev": [1.1, -6.2],
  "multiplicity": 2,
  "elements": ["C", "N", "C", "C", "C", "C", "H", "H", "H", "H", "H", "H", "H", "H", "H", "H", "H", "H", "H", "H", "H", "O", "H", "H", "O"],
  "coordinates": [[-0.32433, -0.26699, 2.87758], [0.28226, -0.08213, 1.55431], [-0.32533, 1.08753, 0.80962], [-1.28871, 0.63085, -0.33523], [-1.08946, 1.60605, -1.49334], [-2.75730, 0.59490, 0.23093], [-1.21670, 0.35760, 2.99303], [-0.63668, -1.30802, 2.94902], [0.31598, 0.07435, 3.69140], [0.09924, -0.91115, 1.01010], [-0.94150, 1.64164, 1.52273], [0.40997, 1.81082, 0.49612], [-1.23539, -0.45200, -0.56043], [-1.65856, 2.54176, -1.31847], [-0.03918, 1.81911, -1.62787], [-1.59989, 1.23671, -2.38758], [-2.89962, -0.34198, 0.75014], [-3.01947, 1.42075, 0.87906], [-3.45422, 0.86670, -0.56740], [1.93471, -0.44559, -3.60691], [2.58469, -1.60624, -2.65434], [1.91236, -0.91409, -2.77564], [4.96851, -3.17185, -0.03094], [5.17116, -3.43229, -1.50518], [4.80747, -2.75642, -0.90070]],
  "atomic_forces_ev_per_a": [[-0.236, 0.282, -0.501], [-0.756, 1.379, -0.185], [-0.430, -1.832, 0.744], [-0.771, 0.557, 1.411], [-1.627, -0.233, -0.119], [0.528, 1.408, -0.926], [-0.263, -0.170, -0.081], [0.205, -0.033, 0.618], [0.327, -0.469, 0.043], [0.250, -0.009, -0.133], [0.065, 0.032, 0.075], [0.592, -0.159, -0.492], [1.229, 0.702, -0.544], [0.545, -0.169, 0.371], [0.121, -0.018, -0.441], [0.555, -0.181, -0.234], [-0.591, -0.180, -0.089], [0.546, 0.251, 0.798], [-0.207, -1.192, -0.337], [0.671, -0.394, -0.411], [0.128, 0.401, -0.557], [-0.771, -0.022, 1.086], [-0.094, 0.103, 0.015], [-0.076, 0.087, -0.155], [0.058, -0.143, 0.043]]
}

Record 2
{
  "formula": "C6H6O2S",
  "method": "ωB97M-V with the def2-TZVPD basis set",
  "homo_lumo_gap_ev": [6.22, 6.23],
  "charge": 0,
  "mol_weight_g_mol": 142.18,
  "e_tot_ev": -21243.943,
  "homo_ev": [-6.9, -6.9],
  "elements": ["C", "C", "C", "C", "C", "C", "O", "O", "S", "H", "H", "H", "H", "H", "H"],
  "coordinates": [[0.33772, 1.26055, -0.03821], [1.78081, 1.02984, 0.02348], [-0.86731, 0.61761, 0.01991], [2.59729, 0.01562, 0.07976], [-0.98849, -1.92640, 0.06129], [-1.50566, -0.67651, 0.12171], [3.67437, -0.62144, 0.31281], [-2.87246, -0.49692, 0.26360], [0.76152, -2.01013, -0.13527], [0.18747, 2.33043, -0.14420], [2.30345, 1.98919, -0.04811], [-1.68807, 1.33332, -0.03260], [-1.51143, -2.85471, 0.17491], [3.83152, -1.33926, -0.32456], [-3.31106, -1.35224, 0.32001]],
  "atomic_forces_ev_per_a": [[-0.605, -0.134, -0.001], [0.442, 0.362, 0.021], [0.176, 0.219, -0.011], [-2.433, -1.751, -0.115], [2.344, 2.247, 0.105], [-0.315, -1.117, -0.023], [-0.187, 0.418, 0.334], [-0.446, 0.215, 0.097], [0.829, -0.386, -0.218], [-0.010, -0.041, 0.016], [0.305, -0.101, -0.003], [0.215, 0.106, -0.040], [-0.363, -0.187, 0.079], [-0.068, 0.093, -0.219], [0.116, 0.058, -0.021]]
}

Record 3
{
  "formula": "C17H42N11O22",
  "method": "ωB97M-V with the def2-TZVPD basis set",
  "homo_lumo_gap_ev": 2.84,
  "charge": -1,
  "mol_weight_g_mol": 752.58,
  "e_tot_ev": -79716.155,
  "homo_ev": -1.3,
  "elements": ["C", "C", "O", "O", "C", "C", "C", "C", "C", "N", "H", "H", "H", "H", "H", "H", "H", "H", "H", "H", "H", "H", "C", "N", "O", "O", "H", "H", "H", "C", "N", "O", "O", "H", "H", "H", "C", "N", "O", "O", "H", "H", "H", "C", "N", "O", "O", "H", "H", "H", "C", "N", "O", "O", "H", "H", "H", "C", "N", "O", "O", "H", "H", "H", "C", "N", "O", "O", "H", "H", "H", "C", "N", "O", "O", "H", "H", "H", "C", "N", "O", "O", "H", "H", "H", "C", "N", "O", "O", "H", "H", "H"],
  "coordinates": [[1.92771, -2.06091, -0.18442], [2.56820, -1.17108, -1.19827], [3.03489, -1.56179, -2.20085], [2.51332, 0.10360, -0.86097], [1.83154, 0.93560, -1.82734], [0.36184, 0.58797, -2.05394], [-0.54336, 1.42816, -1.11584], [-1.67894, 0.60178, -0.48494], [-2.54383, -0.08839, -1.48716], [-3.68081, -0.52699, -1.18919], [2.39677, -1.81481, 0.76588], [2.02008, -3.10154, -0.43853], [0.90862, -1.72689, -0.12106], [2.37961, 1.00754, -2.76705], [1.85009, 1.93455, -1.41012], [0.14732, 0.87645, -3.08692], [0.13437, -0.49625, -1.96880], [0.10589, 1.71664, -0.28113], [-1.27910, -0.14215, 0.23138], [-2.33825, 1.30094, 0.02522], [-2.17836, -0.20054, -2.50976], [-4.09679, -0.95030, -2.02008], [-0.92316, -1.01414, 3.65001], [-1.16789, 0.35261, 3.11054], [-2.26385, 0.85025, 3.31125], [-0.25100, 0.87789, 2.52140], [-1.82027, -1.34955, 4.15862], [-0.68386, -1.67223, 2.82090], [-0.08906, -0.93798, 4.34270], [-2.73552, -3.58580, -0.19270], [-1.30915, -3.26922, 0.06070], [-1.02977, -2.63986, 1.06383], [-0.51236, -3.66915, -0.77355], [-3.33273, -3.16890, 0.60710], [-2.99490, -3.13352, -1.14416], [-2.83070, -4.66201, -0.23090], [-3.18117, 4.22891, 1.23876], [-2.23974, 4.25453, 0.08643], [-2.71132, 4.25177, -1.03271], [-1.05517, 4.27948, 0.36362], [-4.19679, 4.21331, 0.86021], [-2.96875, 3.33446, 1.82016], [-3.00049, 5.12592, 1.82403], [6.03413, -1.06981, -3.43645], [6.99359, -1.12855, -4.57657], [6.53744, -1.23908, -5.69691], [8.17828, -1.06382, -4.30453], [5.02283, -1.13874, -3.81952], [6.25677, -1.90457, -2.78079], [6.18981, -0.12442, -2.92562], [5.72165, -4.87577, -1.35743], [5.69745, -4.33277, 0.02927], [4.64870, -4.37904, 0.62748], [6.74552, -3.87874, 0.46057], [4.73036, -5.23843, -1.60208], [6.01342, -4.06793, -2.01980], [6.45089, -5.68040, -1.37978], [8.78220, -1.83442, 1.60182], [8.89997, -0.40308, 1.99765], [9.02879, -0.15222, 3.18122], [8.86052, 0.41763, 1.10413], [8.83447, -2.44523, 2.49515], [7.82936, -1.96184, 1.10219], [9.60712, -2.05355, 0.93018], [-0.61557, 7.34787, 2.62999], [-1.95290, 7.65592, 3.20921], [-2.31163, 8.82032, 3.24063], [-2.59990, 6.71347, 3.60937], [-0.15501, 8.27639, 2.31397], [-0.02979, 6.86341, 3.40520], [-0.76942, 6.67848, 1.78567], [-5.62850, 8.27425, 4.08901], [-6.33431, 7.39163, 3.12045], [-5.62721, 6.65688, 2.46556], [-7.54678, 7.47560, 3.05391], [-4.56842, 8.07139, 4.01343], [-5.84765, 9.30225, 3.81495], [-6.00109, 8.04707, 5.08382], [-7.36174, -4.84832, -0.01170], [-5.93310, -4.55718, 0.28777], [-5.68506, -3.94895, 1.30817], [-5.11487, -4.95396, -0.52052], [-7.97137, -4.43954, 0.78563], [-7.59633, -4.37935, -0.96265], [-7.46831, -5.92732, -0.07238], [-1.16056, -3.74300, -4.23604], [-2.57613, -3.43786, -3.88876], [-2.94450, -2.28860, -3.99290], [-3.26724, -4.36916, -3.51237], [-0.67556, -2.82379, -4.54434], [-0.69048, -4.15077, -3.34491], [-1.17304, -4.47069, -5.04270]],
  "atomic_forces_ev_per_a": [[0.830, 0.753, 0.316], [-1.334, -0.251, 2.312], [1.675, -1.187, -3.345], [-0.376, 1.020, 0.375], [-0.253, 0.619, -0.536], [-0.641, 0.711, 0.509], [0.194, -0.630, 0.068], [0.882, 0.830, -0.865], [0.984, 0.398, -0.009], [-1.455, -0.748, 0.131], [-0.051, -0.221, 0.293], [-0.033, -0.265, -0.011], [-0.470, -0.068, 0.131], [0.358, -0.510, -0.030], [0.057, 0.150, 0.256], [0.061, -0.368, -0.294], [0.449, -0.154, -0.133], [-0.098, 0.219, 0.140], [-0.340, -0.298, 0.131], [-0.141, -0.194, 0.571], [0.276, 0.126, -0.059], [-0.126, -0.006, 0.023], [-0.091, -0.123, 0.147], [-0.049, -0.020, -0.060], [0.174, 0.004, -0.037], [-0.109, 0.033, 0.155], [-0.035, 0.089, -0.030], [0.086, 0.215, 0.079], [0.049, 0.026, -0.075], [0.060, 0.205, 0.172], [-0.352, -0.094, -0.134], [0.162, -0.351, -0.381], [-0.047, 0.085, 0.222], [0.044, 0.084, 0.004], [-0.039, -0.064, 0.014], [0.146, -0.051, -0.102], [-0.183, -0.205, -0.033], [-0.095, -0.119, -0.041], [0.159, 0.153, 0.121], [-0.029, 0.351, -0.071], [0.032, 0.005, -0.072], [0.108, 0.045, 0.039], [0.018, -0.092, 0.066], [-0.292, 0.072, -0.164], [-0.017, -0.002, 0.056], [0.144, 0.004, 0.098], [-0.128, -0.038, -0.093], [0.008, -0.010, 0.011], [0.105, 0.075, 0.067], [0.081, -0.055, 0.065], [-0.122, -0.103, -0.075], [-0.092, -0.016, -0.093], [0.187, 0.045, 0.110], [-0.212, -0.115, -0.062], [-0.028, 0.066, 0.068], [0.082, -0.012, 0.018], [0.085, 0.089, 0.004], [0.034, -0.048, 0.130], [0.036, -0.022, 0.080], [-0.005, 0.034, -0.186], [0.023, -0.065, 0.140], [-0.018, 0.069, 0.035], [0.034, 0.040, -0.076], [-0.069, 0.059, -0.091], [0.087, 0.142, -0.168], [0.271, 0.064, -0.177], [-0.026, -0.173, 0.073], [-0.095, 0.129, 0.165], [-0.079, 0.038, 0.030], [-0.074, -0.126, -0.034], [0.015, -0.146, 0.095], [0.096, 0.101, 0.105], [0.274, 0.111, 0.127], [-0.390, -0.135, -0.200], [0.216, -0.092, -0.039], [-0.012, -0.028, -0.023], [-0.117, -0.014, 0.051], [-0.137, 0.046, -0.048], [-0.159, 0.079, 0.077], [-0.008, 0.020, -0.035], [0.046, -0.141, -0.120], [-0.409, -0.038, 0.191], [0.075, 0.031, 0.025], [0.061, -0.081, -0.045], [0.053, 0.010, -0.106], [0.161, 0.088, -0.033], [0.080, -0.099, 0.034], [-0.134, -0.086, 0.008], [0.098, 0.180, -0.095], [-0.069, 0.042, 0.055], [-0.064, -0.028, 0.012], [-0.049, -0.069, 0.075]]
}

Record 4
{
  "formula": "C4H8B2",
  "method": "ωB97M-V with the def2-TZVPD basis set",
  "homo_lumo_gap_ev": 7.99,
  "charge": 0,
  "mol_weight_g_mol": 77.73,
  "e_tot_ev": -5624.641,
  "homo_ev": -9.5,
  "elements": ["B", "B", "C", "C", "C", "C", "H", "H", "H", "H", "H", "H", "H", "H"],
  "coordinates": [[1.57506, 1.09898, 0.56514], [-0.24781, 0.81262, -0.66163], [1.12896, -1.44720, -0.04386], [-2.46299, -0.46006, 0.31781], [0.88756, -0.16787, 0.14954], [-1.56548, 0.42810, -0.01555], [1.44984, 1.64254, 1.60991], [2.40312, 1.49762, -0.22300], [-0.16516, 0.75058, -1.87116], [0.22712, 1.76031, -0.34291], [0.44227, -2.24180, -0.66800], [1.93106, -1.99171, 0.27706], [-2.22832, -1.45845, 0.17444], [-3.37524, -0.22367, 0.73221]],
  "atomic_forces_ev_per_a": [[0.206, 0.587, -0.448], [-0.687, -1.844, -0.905], [-3.977, -1.392, -2.409], [1.695, 2.902, -0.450], [-0.385, -1.564, -0.438], [0.707, -2.415, -0.229], [-0.268, 0.045, 0.117], [-0.274, -0.019, 0.272], [-0.356, 0.010, 0.372], [1.124, 3.524, 0.963], [1.139, 2.355, 1.479], [2.418, -0.782, 1.107], [0.731, -1.960, -0.077], [-2.072, 0.554, 0.645]]
}

What is the formula in the second record?
C6H6O2S

What did the fourth record say?
{
  "formula": "C4H8B2",
  "method": "ωB97M-V with the def2-TZVPD basis set",
  "homo_lumo_gap_ev": 7.99,
  "charge": 0,
  "mol_weight_g_mol": 77.73,
  "e_tot_ev": -5624.641,
  "homo_ev": -9.5,
  "elements": ["B", "B", "C", "C", "C", "C", "H", "H", "H", "H", "H", "H", "H", "H"],
  "coordinates": [[1.57506, 1.09898, 0.56514], [-0.24781, 0.81262, -0.66163], [1.12896, -1.44720, -0.04386], [-2.46299, -0.46006, 0.31781], [0.88756, -0.16787, 0.14954], [-1.56548, 0.42810, -0.01555], [1.44984, 1.64254, 1.60991], [2.40312, 1.49762, -0.22300], [-0.16516, 0.75058, -1.87116], [0.22712, 1.76031, -0.34291], [0.44227, -2.24180, -0.66800], [1.93106, -1.99171, 0.27706], [-2.22832, -1.45845, 0.17444], [-3.37524, -0.22367, 0.73221]],
  "atomic_forces_ev_per_a": [[0.206, 0.587, -0.448], [-0.687, -1.844, -0.905], [-3.977, -1.392, -2.409], [1.695, 2.902, -0.450], [-0.385, -1.564, -0.438], [0.707, -2.415, -0.229], [-0.268, 0.045, 0.117], [-0.274, -0.019, 0.272], [-0.356, 0.010, 0.372], [1.124, 3.524, 0.963], [1.139, 2.355, 1.479], [2.418, -0.782, 1.107], [0.731, -1.960, -0.077], [-2.072, 0.554, 0.645]]
}